(1)
180
Properties=species:S:1:pos:R:3:lowdin_charge:R:1 method="wB97M-V/def2-TZVPD" e_homo_ev=-9.77 orbital_gap_ev=9.40 charge=0
O -0.700 -2.117 1.508 -0.34
O -0.241 3.039 -4.096 -0.34
H -3.261 -6.210 2.926 0.10
H 0.627 0.540 -4.235 0.07
C -0.080 -3.077 6.279 -0.22
C 2.373 5.952 3.230 -0.14
O 6.180 2.001 2.897 -0.37
S 1.139 3.458 -4.114 0.71
H 3.365 -4.452 -0.723 0.09
S -2.165 5.217 -1.945 0.67
H -2.880 4.809 -4.233 0.10
O -3.202 -3.886 -2.793 -0.34
H 0.652 -2.434 6.768 0.12
H -1.533 2.514 2.723 0.12
H -3.890 6.840 -2.160 0.11
H 5.725 3.952 0.170 0.11
C 7.264 2.306 0.479 -0.20
H -2.953 -1.615 -1.213 0.08
O 5.484 -5.084 1.742 -0.35
H 2.403 -0.547 4.239 0.10
O 5.333 -0.223 7.168 0.11
H 0.512 5.893 -4.337 0.08
C 6.198 3.090 -0.304 -0.23
H -3.489 -4.010 -0.335 0.09
H -5.779 5.278 -1.332 0.13
O -1.332 -2.211 -3.142 -0.38
H 0.497 -1.222 -4.212 0.09
H 3.236 5.261 -1.919 0.11
C 0.837 -1.234 -6.955 -0.46
C 0.969 0.569 -0.824 -0.20
O -0.441 -0.760 -6.975 0.01
H 2.748 -7.205 1.825 0.10
O 1.215 -1.953 -7.878 0.08
C 4.422 -1.463 4.010 -0.17
C 2.077 4.463 1.554 -0.45
H -2.659 -5.073 6.667 0.11
H 4.243 0.396 0.649 0.08
H -1.108 1.015 -0.616 0.11
H 0.455 6.960 2.829 0.11
C -0.594 -2.773 4.876 -0.25
H -4.563 4.156 -0.932 0.09
H 1.628 6.021 -2.090 0.10
H 3.494 -3.484 0.796 0.09
O -2.939 -3.461 3.741 -0.33
H -4.628 5.125 3.044 0.13
H 0.622 3.832 -1.861 0.07
H -4.336 -7.252 2.080 0.12
H -2.773 4.128 4.013 0.12
H -5.731 1.542 -2.210 0.09
H 7.797 1.563 -0.113 0.10
S 4.358 -5.735 1.067 0.69
O -2.659 -6.697 1.088 0.02
H 2.094 0.362 -6.278 0.12
H -3.761 5.594 1.558 0.11
H 3.976 2.011 1.157 0.07
C -3.813 -0.994 -0.958 -0.25
H 4.359 -1.159 2.965 0.10
H -4.077 -0.468 -3.017 0.12
C -2.124 3.227 2.152 -0.07
C -0.172 1.225 -0.096 -0.19
C 3.212 -6.354 2.327 -0.22
C 1.358 6.656 2.301 -0.14
H 5.558 0.347 4.329 0.09
H -0.746 -4.198 7.872 0.11
H 1.472 -5.732 0.273 0.11
O -1.751 4.215 -1.014 -0.32
O -1.247 6.134 -2.524 -0.31
C -2.065 -3.841 -5.210 -0.21
H -3.187 -3.376 6.309 0.09
C -5.069 -1.780 -0.825 -0.20
O -1.462 -5.818 -0.530 0.06
S 6.339 1.212 1.642 0.75
H 3.159 6.695 3.358 0.13
C -0.790 -0.165 -5.723 -0.14
H 3.695 -6.692 3.242 0.11
H 4.345 2.567 -1.313 0.10
H 1.050 -4.174 0.813 0.09
C -3.752 -6.340 1.960 -0.12
C -3.976 0.059 -2.068 -0.19
H -1.284 -5.137 -6.569 0.11
H 2.483 -2.217 4.733 0.10
O -7.199 -0.769 -2.312 -0.36
H -4.942 1.358 -0.716 0.07
C -1.232 -3.478 7.212 -0.21
C -3.103 4.276 -3.308 -0.18
S -6.376 -0.486 -1.105 0.77
C -0.256 -5.387 -4.554 -0.19
C -0.592 -4.845 -3.141 -0.20
H 4.718 -2.512 3.975 0.12
H 5.601 1.433 -1.343 0.11
C 3.225 -4.444 0.357 -0.18
H -2.558 -3.716 1.205 0.10
C 1.569 3.904 -2.394 -0.22
S -1.890 -3.561 -3.384 0.76
C -4.331 -5.000 1.390 -0.13
C 1.091 5.618 1.233 -0.06
H 0.600 -3.917 6.122 0.11
H 0.983 0.738 -1.901 0.10
S 0.317 -1.115 1.161 0.71
C 1.642 -0.540 -5.867 -0.05
H 1.318 -1.744 -0.966 0.10
C 2.075 -5.319 2.377 -0.21
C -2.591 4.422 2.979 -0.14
H -4.526 -4.218 2.123 0.09
H -5.117 -2.543 -1.601 0.10
O -4.384 3.658 1.616 0.02
H -3.145 0.759 -2.153 0.11
O -6.962 -0.076 0.211 -0.36
H -5.055 3.462 -3.299 0.11
H 1.305 5.992 0.232 0.11
H 1.301 5.348 -5.765 0.10
H -1.433 0.292 1.377 0.08
H -0.865 0.887 -6.003 0.12
C 0.650 -0.929 -0.688 -0.17
H 2.098 3.029 -2.013 0.08
H -1.884 5.251 2.993 0.11
H 2.837 6.766 -3.977 0.12
H 1.893 7.510 1.886 0.11
H -4.919 5.136 -3.804 0.12
H 1.935 0.806 -0.376 0.10
H 0.287 -4.432 -2.647 0.10
C -3.698 6.024 -1.463 -0.21
H -1.456 -2.685 7.926 0.11
C -3.889 4.812 2.306 -0.15
C 1.830 -4.928 0.916 -0.20
H 0.690 -5.013 -4.944 0.11
H -5.198 -5.184 0.756 0.12
O 2.228 3.503 0.842 0.10
O 2.776 4.737 2.632 0.08
H -1.368 -3.136 -5.664 0.09
C 1.344 5.276 -4.679 -0.18
H 0.044 5.317 1.269 0.10
H 7.895 2.907 1.133 0.10
H 2.432 -1.207 -5.523 0.12
C -0.369 0.512 1.281 -0.22
H -1.171 -1.848 4.845 0.11
H -3.528 -0.612 0.023 0.10
C -5.211 0.795 -1.610 -0.25
O 2.163 2.624 -4.714 -0.31
H -0.297 -1.137 -1.188 0.08
H 6.456 -1.084 4.683 0.14
H -0.049 -6.450 -4.419 0.11
H -3.503 6.437 -0.473 0.09
H -2.199 -6.043 -5.320 0.12
O 4.634 -6.773 0.097 -0.34
H -1.624 3.482 1.217 0.09
H -2.654 3.284 -3.342 0.08
C 4.805 -0.521 6.121 -0.37
C -1.499 -5.229 -5.505 -0.19
H -0.940 -5.603 -2.438 0.06
C 0.487 -0.344 -4.857 -0.15
H 3.422 5.056 -4.219 0.11
H -5.385 -2.077 0.174 0.10
O 1.569 -1.078 1.920 -0.34
O 6.850 -0.164 1.577 -0.33
O -1.140 -5.194 4.267 -0.33
H 2.314 -4.468 3.016 0.11
C 2.289 5.236 -2.458 -0.22
O 3.419 -0.876 5.998 -0.03
H -3.109 -3.645 -5.452 0.11
H 1.903 5.748 4.192 0.13
C -3.171 -4.409 0.629 -0.08
H -1.682 -0.490 -5.190 0.11
H 0.133 -2.834 4.067 0.09
H 0.066 0.906 2.198 0.10
O -3.722 1.542 1.225 0.10
S -1.848 -3.967 4.601 0.71
C -4.591 4.417 -3.053 -0.22
C -3.459 2.640 1.699 -0.40
C 5.453 -0.663 4.725 -0.08
C -4.793 4.943 -1.652 -0.20
H 1.205 -5.772 2.855 0.11
H 6.579 3.539 -1.222 0.11
C 3.062 -1.295 4.679 -0.17
C -2.349 -4.071 6.375 -0.19
C 2.605 5.705 -3.901 -0.20
C -2.352 -5.636 0.296 -0.41
C 5.082 2.105 -0.657 -0.21
C 4.727 1.372 0.690 -0.18
H -0.040 2.307 -0.104 0.08

(2)
173
Properties=species:S:1:pos:R:3:lowdin_charge:R:1 method="wB97M-V/def2-TZVPD" e_homo_ev=-9.96 orbital_gap_ev=10.34 charge=0
H 1.813 -5.178 0.869 0.09
H -0.593 -5.431 -5.243 0.11
H 0.047 -0.132 1.340 0.07
O -6.936 -1.631 1.614 -0.30
C 5.398 -3.486 -2.118 -0.07
C 0.067 -0.682 5.766 -0.15
H 1.873 -0.703 2.351 0.09
H -3.090 -0.196 -1.227 0.09
C 2.227 -1.291 -2.115 0.03
H 5.474 -0.170 1.219 0.10
C -4.349 -0.090 -2.961 -0.20
H -4.733 -1.100 -2.797 0.11
O 4.929 1.491 -0.661 0.08
H 7.192 1.054 2.475 0.09
C 5.773 6.070 0.021 -0.05
C -1.048 5.176 3.711 -0.21
H -1.184 -2.511 1.150 0.08
H -3.834 -0.877 4.667 0.11
H 0.128 3.307 -3.642 0.05
C -0.152 -1.239 4.367 -0.05
C -4.980 0.437 3.431 -0.22
H -2.317 -1.218 1.101 0.04
H 6.966 0.990 -2.823 0.10
O -4.706 2.932 -0.798 -0.33
H -3.707 1.027 6.126 0.08
H -2.254 -0.364 -2.752 0.10
H -0.463 1.381 -5.114 0.10
H 1.948 1.564 0.924 0.11
O 3.803 -3.841 -0.402 -0.02
H 1.014 1.429 2.448 0.09
H -4.160 -4.278 -1.599 0.12
C 7.173 1.088 1.383 -0.06
O -2.281 -1.280 7.073 0.07
H 7.066 -1.026 1.025 0.12
H -5.833 0.694 -1.408 0.09
H -0.750 0.413 -0.140 0.10
H 6.008 -3.812 -0.135 0.13
S -1.633 3.865 1.456 0.66
H -6.775 -7.157 -0.043 0.08
O 2.675 2.195 5.222 -0.33
H -5.372 -2.462 3.424 0.11
O -5.558 -4.505 1.403 0.06
H 0.965 -0.076 5.864 0.11
O 3.887 4.721 -0.540 -0.04
H -1.126 -1.722 4.318 0.08
O 0.742 -1.006 -0.344 -0.02
H -2.395 2.100 -3.170 0.08
O -4.662 3.316 -3.212 -0.29
C -3.822 -4.645 -0.633 -0.18
H 0.391 4.595 2.149 0.09
O -1.020 0.278 6.066 -0.01
H 6.390 -3.087 -2.327 0.09
C -1.112 -4.741 -4.584 -0.22
H 3.392 -0.220 1.639 0.09
H -2.518 1.944 7.090 0.09
C -5.365 0.501 1.936 -0.20
H -7.543 -6.107 1.169 0.09
C 2.013 1.401 2.001 -0.19
H 4.617 -3.042 -2.730 0.07
H -3.622 0.720 7.862 0.09
H -1.804 -1.896 -0.356 0.06
H 2.287 -1.019 -3.155 0.06
O 3.740 -3.217 1.772 0.09
H -4.015 -3.852 0.075 0.08
O 1.278 -3.507 -4.684 -0.31
H 5.138 -2.314 -0.359 0.10
C -2.820 1.710 -2.244 -0.19
H 8.207 1.100 1.040 0.09
H 5.806 6.162 -1.058 0.07
H -2.078 -5.669 0.140 0.08
H -1.344 3.575 -4.571 0.08
C 3.201 -3.670 0.797 -0.54
H -2.229 2.028 -1.388 0.09
S -0.057 -3.355 -4.184 0.66
C -2.358 -4.228 -5.262 -0.20
C -5.359 0.926 -2.362 -0.20
H -3.087 -2.247 -5.789 0.12
H 2.383 2.482 -1.012 0.07
H 3.470 -0.631 -5.431 0.10
H -1.218 -5.200 -3.601 0.09
O -1.959 2.443 1.482 -0.34
O 1.485 1.977 -5.381 -0.03
H -0.662 -2.200 -6.188 0.11
C -3.035 0.988 6.994 0.03
S -5.572 -1.215 1.481 0.65
H 2.911 -0.178 4.584 0.08
H 1.385 -3.834 -0.254 0.07
H 2.059 -2.353 -2.009 0.06
C 2.915 2.480 2.552 -0.23
C -4.049 -0.749 3.597 -0.23
H 6.647 1.980 1.059 0.07
C -2.451 -2.700 -5.032 -0.20
O -0.219 -3.052 -2.782 -0.32
C -0.253 3.486 -4.643 -0.06
C -2.085 -0.111 6.752 -0.57
C -2.435 -5.255 -0.808 -0.05
S 3.561 1.909 4.089 0.70
H 3.135 3.360 -2.353 0.10
H 3.954 1.152 -5.626 0.11
O 1.699 5.242 -0.214 0.09
H -6.386 -7.273 1.678 0.10
H 5.343 1.648 -3.042 0.09
H 5.693 -0.149 -3.228 0.10
C -3.030 0.200 -2.239 -0.22
H 0.660 -1.963 4.232 0.09
C 1.758 -4.102 0.730 0.03
H -0.878 6.186 3.319 0.12
H -3.107 -0.531 3.088 0.10
H -2.913 5.806 1.788 0.12
H 2.359 3.406 2.676 0.09
H -3.231 -4.721 -4.845 0.11
C 5.737 0.800 -1.262 -0.62
C -2.543 4.896 3.685 -0.23
H -5.786 0.282 4.150 0.12
C -6.616 -6.586 0.860 0.02
H -2.417 -4.405 -6.327 0.11
C 2.558 4.558 -0.736 -0.52
C 6.503 -0.123 0.845 -0.15
H -4.472 1.361 3.746 0.11
H -0.033 -0.454 3.613 0.06
H 0.013 -1.489 6.484 0.12
H -3.901 4.328 2.086 0.11
C 1.096 -0.512 -1.524 -0.54
C -0.394 -0.457 0.408 -0.13
O 6.440 -0.099 -0.667 0.00
H -2.758 -2.438 -4.016 0.10
H 3.797 2.676 1.946 0.11
O 0.598 0.471 -2.045 0.08
C 2.657 0.050 2.390 -0.20
C -0.423 4.178 2.744 -0.22
H 6.403 5.208 0.236 0.07
C -4.628 -1.929 2.839 -0.21
C 2.329 3.389 -1.619 0.03
H 3.561 6.587 0.110 0.11
H -0.767 -1.226 -4.712 0.08
S -4.444 2.465 -2.136 0.62
C 3.435 0.156 3.690 -0.20
H 5.418 -4.564 -2.304 0.09
H 1.204 -3.632 1.537 0.08
C 3.219 0.417 -5.306 0.01
H 3.157 -1.002 -1.625 0.09
O -4.805 -5.702 -0.366 -0.01
C -2.934 4.803 2.241 -0.23
C 5.903 0.788 -2.706 0.03
H -1.730 -4.500 -1.151 0.05
H 4.132 5.491 1.361 0.12
C -1.423 -1.593 0.615 -0.03
O -1.274 4.448 0.201 -0.30
H -0.119 3.290 3.303 0.10
H -2.722 3.938 4.180 0.11
H -4.161 0.072 -4.028 0.12
H -2.492 -6.036 -1.570 0.08
H 4.402 -0.341 3.690 0.11
C -1.022 -2.185 -5.158 -0.23
C 4.287 5.809 0.321 -0.20
H 0.136 4.440 -4.989 0.08
O -4.853 -1.382 0.243 -0.34
H 6.157 6.981 0.495 0.08
C 0.031 2.270 -5.508 -0.17
H -3.945 -2.637 2.378 0.09
H -6.081 1.156 -3.142 0.10
H 1.359 3.525 -2.056 0.06
C 5.177 -3.361 -0.673 -0.21
H -6.298 1.018 1.743 0.11
C -5.651 -5.480 0.654 -0.50
H 3.096 0.617 -4.229 0.08
C 1.853 0.680 -5.632 -0.55
H -3.106 5.692 4.176 0.12
O 4.957 2.324 4.194 -0.34
O 1.081 -0.068 -6.205 0.08
H -0.603 5.193 4.701 0.12
H -4.547 0.998 1.400 0.10
H -0.269 2.407 -6.546 0.12

(3)
9
Properties=species:S:1:pos:R:3:lowdin_charge:R:1 method="wB97M-V/def2-TZVPD" de_lowest_kcal_mol=21.35 e_homo_ev=0.41 orbital_gap_ev=6.22 charge=-2
O 1.066 0.600 -0.807 -0.10
S -1.349 0.483 -1.149 0.39
O -1.173 1.932 -1.158 -0.43
O 1.217 -1.964 1.682 -0.07
O 1.627 0.185 2.168 0.01
O -1.235 -0.222 -2.421 -0.43
C 0.262 0.045 -0.110 -0.23
C 1.176 -0.731 1.579 -0.64
O -2.664 0.124 -0.502 -0.50

(4)
85
Properties=species:S:1:pos:R:3:lowdin_charge:R:1 method="wB97M-V/def2-TZVPD" de_lowest_kcal_mol=303.84 e_homo_ev=-8.60 orbital_gap_ev=9.07 charge=0
C 13.662 -9.925 -6.800 -0.13
H 7.455 -9.774 4.468 0.11
H 10.177 -8.870 -4.565 0.11
H 11.025 -6.766 -3.318 0.11
H 7.972 -13.768 -0.297 0.11
C 8.855 -12.275 2.213 -0.31
C 9.912 -8.109 -1.997 -0.44
H 10.184 -9.075 -1.572 0.02
H 12.327 -7.755 -5.498 0.11
C 7.257 -13.108 0.193 -0.19
H 13.822 -10.839 -7.373 0.07
H 11.555 -9.942 -6.509 0.10
H 10.042 -9.179 5.903 0.11
H 10.439 -12.695 0.856 0.07
H 9.956 -11.286 4.051 0.04
C 5.115 -11.634 5.127 -0.22
H 12.065 -11.258 0.327 0.06
H 11.696 -9.816 6.050 0.10
H 8.430 -11.363 0.250 0.08
H 6.321 -13.398 5.210 0.12
H 10.119 -14.092 1.980 0.08
H 5.160 -10.612 4.751 0.11
H 10.120 -10.768 1.541 0.01
H 10.976 -12.753 2.528 0.06
H 9.096 -11.280 6.582 0.02
H 8.479 -12.597 4.713 0.11
C 3.767 -12.183 4.734 -0.26
H 7.648 -10.824 3.060 -0.05
H 5.161 -11.544 6.212 0.11
H 2.513 -11.658 6.560 0.06
H 10.211 -10.665 7.802 0.07
H 9.024 -10.302 4.088 -0.01
C 11.090 -7.764 -2.885 -0.22
H 13.260 -8.709 -4.385 0.10
C 10.154 -13.010 1.860 -0.06
H 7.270 -11.231 1.290 0.03
H 9.079 -11.268 2.567 -0.03
H 13.751 -9.014 -7.391 0.07
H 6.438 -14.153 -2.201 0.07
H 8.999 -8.130 -2.592 0.11
H 2.179 -10.663 5.102 0.06
Cl 9.036 -8.759 -0.429 0.76
C 7.694 -11.870 4.924 -0.24
H 3.558 -12.182 3.664 0.10
C 11.096 -8.849 -3.980 -0.21
Cl 7.793 -6.970 1.403 0.56
H 14.503 -9.838 -6.113 0.07
H 8.326 -12.830 2.987 0.09
H 5.594 -11.866 -0.321 0.08
H 6.276 -12.661 3.572 0.11
H 10.678 -9.246 0.912 0.04
C 7.810 -8.649 0.841 -1.75
H 12.947 -9.908 1.010 0.06
H 12.733 -11.331 2.009 0.06
H 11.526 -8.785 3.294 0.11
Cl 8.291 -9.612 2.197 0.80
H 4.867 -13.814 -1.287 0.08
H 9.797 -8.952 3.223 0.02
C 10.884 -10.002 1.670 -0.29
C 7.976 -12.010 1.001 -0.26
H 12.440 -10.891 -5.370 0.11
C 10.148 -11.108 6.808 -0.10
H 7.748 -11.647 5.989 0.09
C 5.740 -13.416 -1.804 -0.11
H 9.858 -7.455 -1.127 0.03
H 10.710 -12.042 6.813 0.08
Cl 6.219 -9.109 0.167 0.60
H 1.672 -12.368 5.182 0.06
H 12.117 -7.800 -2.520 0.11
C 12.454 -9.934 -5.892 -0.30
C 6.330 -12.467 4.643 -0.19
C 12.251 -10.712 1.252 -0.08
C 10.663 -10.070 5.816 -0.21
H 3.764 -13.245 4.981 0.09
C 12.338 -8.706 -4.967 -0.20
C 7.988 -10.642 4.079 -0.32
H 5.363 -13.002 -2.739 0.07
H 11.156 -9.858 -3.573 0.11
H 6.631 -13.797 0.761 0.11
C 10.728 -9.516 3.163 -0.21
C 10.761 -10.603 4.321 -0.21
C 2.442 -11.654 5.472 -0.09
H 7.034 -11.685 -1.289 0.09
C 6.362 -12.426 -0.855 -0.30
H 11.669 -11.193 4.198 0.11

(5)
13
Properties=species:S:1:pos:R:3:lowdin_charge:R:1 method="wB97M-V/def2-TZVPD" de_lowest_kcal_mol=81.25 e_homo_ev=-9.04 orbital_gap_ev=9.93 charge=0
C -3.944 0.972 -0.133 -0.02
H -0.148 -2.597 0.177 0.08
C 2.588 0.482 -0.274 -0.11
H 2.669 1.572 -0.334 0.07
C -3.075 0.145 -0.228 -0.01
C 0.545 -0.835 0.263 -0.19
C 1.418 0.085 0.590 -0.16
N -0.335 -1.628 -0.083 0.12
H 2.481 0.095 -1.292 0.07
H -2.287 -0.583 -0.314 -0.03
H 1.289 0.560 1.559 0.10
H -4.713 1.708 -0.046 0.01
H 3.530 0.101 0.137 0.07

(6)
13
Properties=species:S:1:pos:R:3:lowdin_charge:R:1 method="wB97M-V/def2-TZVPD" de_lowest_kcal_mol=114.01 e_homo_ev=-10.55 orbital_gap_ev=9.05 charge=0
C 1.756 -1.460 0.305 -0.12
O -2.497 0.662 -1.215 -0.15
H -3.240 0.779 0.098 0.23
H 2.235 -2.437 0.409 0.13
C -0.153 -0.320 0.075 -0.29
O 0.519 0.823 0.074 0.16
N 0.382 -1.465 0.289 0.17
N -2.466 0.102 0.945 0.13
C 1.918 0.823 0.155 -0.49
H -1.802 1.174 -1.654 0.05
C -1.628 -0.158 0.083 -0.17
O 2.465 1.885 0.170 0.16
N 2.510 -0.408 0.267 0.18

(7)
12
Properties=species:S:1:pos:R:3:lowdin_charge:R:1 method="wB97M-V/def2-TZVPD" de_lowest_kcal_mol=63.22 e_homo_ev=-10.81 orbital_gap_ev=11.51 charge=0
N -2.362 0.694 1.770 0.16
H 0.639 -3.098 -0.818 0.04
C -1.656 0.493 0.877 -0.19
C 0.137 -2.176 -0.638 0.15
C -0.409 -1.120 -0.457 -0.10
C -0.715 0.292 -0.238 -0.27
H -1.182 0.710 -1.138 0.15
H 0.623 1.429 1.076 0.12
O 1.796 0.302 -0.204 -0.06
H 0.703 1.899 -0.642 0.12
H 1.778 -0.480 0.368 0.09
C 0.649 1.055 0.045 -0.21

(8)
10
Properties=species:S:1:pos:R:3:lowdin_charge:R:1 method="wB97M-V/def2-TZVPD" de_lowest_kcal_mol=34.67 e_homo_ev=-9.42 orbital_gap_ev=7.35 charge=0
S 1.622 1.189 1.428 0.84
Cl -1.624 0.125 -2.305 0.70
O 0.200 -2.591 1.207 0.03
C -0.212 0.294 -0.097 -0.52
C 0.696 -0.073 0.948 -0.64
C 0.679 -1.500 1.594 -0.19
C -0.943 -0.565 -0.929 -0.47
H 1.124 -1.334 2.584 0.10
F -0.148 1.526 -0.450 0.01
H -1.057 -1.746 -0.960 0.13